# 1
ORCA calculation (wB97M-V/def2-TZVPD) on 2 unconnected molecules or ions with the total composition C4H13N4.

Output
ΔE to the lowest compared entry with this formula, charge and spin in kJ/mol: 82.8
Orbital gap in eV: 11.47
LUMO in eV: -2.980
Molar mass in g mol⁻¹: 117.18
Total energy in eV: -10313.2305

```
! wB97M-V def2-TZVPD RIJCOSX def2/J DEFGRID3
* xyz 1 1
C 1.6679 -0.1797 -0.1526
C 2.7917 0.8294 -0.1985
C -2.1151 0.7214 1.5093
C -0.7090 -0.4540 -0.8305
N 1.6945 -1.2669 0.4471
N -0.7903 -1.6604 -0.2494
N -1.6900 0.0145 -1.5328
N 0.4677 0.2637 -0.6778
H 2.4968 1.9086 -0.0718
H 3.4798 0.5078 0.6571
H 3.3464 0.9497 -1.1454
H -1.8976 -0.2881 1.7254
H -1.9419 1.1110 2.5267
H -1.2657 1.1797 1.0087
H 2.5846 -1.6056 0.7739
H -3.0850 0.8783 1.1382
H -1.5586 -2.3545 -0.3732
H 0.0209 -1.9291 0.4198
H -1.6953 0.9534 -1.8850
H -2.4827 -0.5505 -1.7564
H 0.6809 0.9713 -1.3328
*
```

# 2
ORCA calculation (wB97M-V/def2-TZVPD) on 2 unconnected molecules or ions with the total composition C4H2F2O.

Output
ΔE to the lowest compared entry with this formula, charge and spin in kJ/mol: 452.8
Orbital gap (spin up / spin down) in eV: 8.83 / 8.83
LUMO (spin up / spin down) in eV: -1.067 / -1.068
Molar mass in g mol⁻¹: 104.05
Total energy in eV: -11656.8509

```
! wB97M-V def2-TZVPD RIJCOSX def2/J DEFGRID3
* xyz 0 1
C 2.6885 -0.3297 -0.5535
C 1.5506 -0.3607 -0.1926
C -0.8335 -0.7874 0.0340
C -1.3295 0.5842 0.3565
O -1.2357 -1.8769 -0.0472
F -2.6844 0.6250 0.4389
F -0.9659 1.4660 -0.5875
H 3.7153 -0.2300 -0.7720
H -0.9055 0.9095 1.3235
*
```

# 3
ORCA calculation (wB97M-V/def2-TZVPD) on 13 unconnected molecules or ions with the total composition CH25O15.

Output
ΔE to the lowest compared entry with this formula, charge and spin in kJ/mol: 537.8
Orbital gap in eV: 9.01
LUMO in eV: 1.723
Molar mass in g mol⁻¹: 277.20
Total energy in eV: -32155.4129

```
! wB97M-V def2-TZVPD RIJCOSX def2/J DEFGRID3
* xyz -1 1
C -0.1621 0.0551 -0.3534
O -0.4311 -0.5419 0.6526
O 1.0299 0.0651 -0.8354
O -0.9641 0.7421 -0.9984
H 1.5799 -0.7889 -0.5604
O -2.7531 -1.9469 0.2336
H -1.9861 -1.3689 0.2796
H -2.7951 -2.4489 0.9796
O 3.6589 0.9291 -1.3154
H 4.4229 0.5011 -1.0074
H 2.9119 0.4741 -1.0924
O -1.5081 3.2661 -1.5224
H -1.5491 2.4161 -1.2594
H -2.1511 3.2591 -2.2194
O -3.3451 -0.7089 3.0326
H -2.5681 -1.1929 3.2336
H -2.9341 -0.2929 2.2326
O 2.8709 -1.0759 1.9926
H 2.9929 -0.0929 2.0236
H 3.6649 -1.6709 1.8516
O 0.8819 -2.8799 1.5816
H 1.7729 -2.5009 1.8326
H 0.3529 -2.0949 1.1456
O 0.1519 0.9121 2.9806
H 0.1249 1.8131 2.7766
H 0.3249 0.3611 2.2446
O -3.0881 -0.5029 -2.0804
H -3.3961 -0.6099 -1.1604
H -2.1881 -0.2879 -1.5934
O 1.2529 3.7191 -0.6244
H 0.6029 3.1821 -0.8554
H 1.1269 3.6771 0.1926
O -2.6991 1.1681 1.2186
H -2.0461 1.0901 0.6756
H -3.3781 0.9231 0.4936
O -0.0071 0.2441 -3.5164
H 0.8079 -0.2449 -3.6134
H -0.3091 0.2521 -2.6344
O 2.9019 -2.5549 -1.3404
H 3.1959 -2.4729 -2.2144
H 3.6299 -2.7729 -0.8554
*
```

# 4
ORCA calculation (wB97M-V/def2-TZVPD) on C3H8N4O in the gas phase.

Output
ΔE to the lowest compared entry with this formula, charge and spin in kJ/mol: 438.6
Orbital gap in eV: 9.58
LUMO in eV: 0.599
Molar mass in g mol⁻¹: 116.12
Total energy in eV: -11245.0776
SMILES: C=NNC(=O)N(C)N

```
! wB97M-V def2-TZVPD RIJCOSX def2/J DEFGRID3
* xyz 0 1
C -2.6841 -0.0256 1.7416
N -1.4447 0.4614 1.6271
N -0.8014 0.1784 0.5512
C 0.5393 0.3656 0.5507
O 1.1415 0.8651 1.5055
N 1.1477 0.1136 -0.6080
C 0.5450 -0.5217 -1.6501
N 2.5403 0.3715 -0.6832
H -3.1539 -0.9758 1.0087
H -3.1490 0.5490 2.6575
H -1.2422 -0.4234 -0.3078
H 0.2946 -1.5947 -1.4042
H 1.1157 -0.5394 -2.5919
H -0.4153 -0.1282 -1.9741
H 3.0139 -0.0438 0.1056
H 2.5526 1.3480 -0.5287
*
```

Repeat the fourth record exactly.
ORCA calculation (wB97M-V/def2-TZVPD) on C3H8N4O in the gas phase.

Output
ΔE to the lowest compared entry with this formula, charge and spin in kJ/mol: 438.6
Orbital gap in eV: 9.58
LUMO in eV: 0.599
Molar mass in g mol⁻¹: 116.12
Total energy in eV: -11245.0776
SMILES: C=NNC(=O)N(C)N

```
! wB97M-V def2-TZVPD RIJCOSX def2/J DEFGRID3
* xyz 0 1
C -2.6841 -0.0256 1.7416
N -1.4447 0.4614 1.6271
N -0.8014 0.1784 0.5512
C 0.5393 0.3656 0.5507
O 1.1415 0.8651 1.5055
N 1.1477 0.1136 -0.6080
C 0.5450 -0.5217 -1.6501
N 2.5403 0.3715 -0.6832
H -3.1539 -0.9758 1.0087
H -3.1490 0.5490 2.6575
H -1.2422 -0.4234 -0.3078
H 0.2946 -1.5947 -1.4042
H 1.1157 -0.5394 -2.5919
H -0.4153 -0.1282 -1.9741
H 3.0139 -0.0438 0.1056
H 2.5526 1.3480 -0.5287
*
```